Entry 1:
Computed, not measured: a 3-piece molecular cluster, C8H16 overall, with ωB97M-V/def2-TZVPD.

Computed properties:
- F_max: 3.8 eV/A
- HOMO level (spin up / spin down): -6.508 / -6.507 eV
- Energy relative to the best compared isomer or geometry (same formula, charge and spin): 126.1 kcal/mol
- Lowest unoccupied orbital energy (spin up / spin down): 0.87 / 0.87 eV
- HOMO-LUMO gap (spin up / spin down): 0.2710 / 0.2710 hartree

Positions of all 24 atoms, in Å:
C 0.145 -0.643 0.056
C 0.412 0.544 -0.616
C -0.046 -1.921 -0.715
C 2.373 -0.455 0.181
C -0.250 -0.713 1.503
C 0.636 1.903 -0.030
C -1.805 0.482 -0.935
C -2.665 1.136 -0.168
H 0.662 0.448 -1.666
H -2.114 0.066 -1.897
H -0.100 0.224 2.033
H -1.099 -2.207 -0.695
H 0.523 -2.729 -0.249
H 0.267 -1.821 -1.754
H 2.539 -1.523 0.299
H 2.569 0.097 1.096
H 2.921 -0.067 -0.675
H -1.305 -0.986 1.573
H 0.330 -1.493 2.001
H -0.048 2.613 -0.497
H 1.657 2.232 -0.237
H 0.478 1.935 1.046
H -3.704 1.323 -0.450
H -2.375 1.554 0.797

---

Entry 2:
Computed, not measured: C3H5AuO3 as an isolated structure, with ωB97M-V/def2-TZVPD.

Computed properties:
- F_max: 5.2 eV/A
- Net charge: +1
- 2S+1: 4
- HOMO level (spin up / spin down): -12.410 / -16.050 eV
- Energy relative to the best compared isomer or geometry (same formula, charge and spin): 0.0 kcal/mol
- Lowest unoccupied orbital energy (spin up / spin down): -4.04 / -10.87 eV
- HOMO-LUMO gap (spin up / spin down): 0.3075 / 0.1902 hartree
- ⟨S²⟩: 3.76

Positions of all 12 atoms, in Å:
H 1.339 -0.904 -1.515
C 1.350 -0.465 -0.502
C 0.241 -1.055 0.337
O -1.091 -0.655 -0.142
C -1.525 0.572 -0.090
O -2.512 0.971 -0.664
Au 1.301 1.579 -0.356
O -0.690 1.439 0.547
H 2.295 -0.815 -0.047
H 0.309 -0.765 1.395
H 0.161 -2.150 0.290
H -1.179 2.250 0.747

---

Entry 3:
Computed, not measured: C6H8NiO6 as an isolated structure, with ωB97M-V/def2-TZVPD.

Computed properties:
- F_max: 3.0 eV/A
- 2S+1: 3
- HOMO level (spin up / spin down): -9.585 / -9.360 eV
- Lowest unoccupied orbital energy (spin up / spin down): -0.38 / -0.64 eV
- HOMO-LUMO gap (spin up / spin down): 0.3384 / 0.3205 hartree
- ⟨S²⟩: 2.01

Positions of all 21 atoms, in Å:
O -2.125 1.521 -0.298
C 1.300 1.015 -1.284
C -2.131 0.954 -1.552
O 2.312 1.588 -1.600
O 0.284 0.922 -2.113
C -0.907 0.120 -1.907
H -2.243 1.727 -2.339
H -2.985 0.257 -1.688
H -1.063 -0.387 -2.867
H -0.701 -0.654 -1.154
H 0.127 -1.978 2.919
O 0.640 1.495 0.938
O -0.679 -0.851 1.350
C 0.311 -1.657 1.877
C 1.647 -0.926 1.876
O 1.847 -0.383 0.543
C 1.064 0.601 0.180
H 0.415 -2.557 1.241
H 2.484 -1.616 2.028
H 1.672 -0.109 2.606
Ni -1.271 0.917 1.242

---

Entry 4:
Computed, not measured: one molecule with the formula C5H11NS2, with ωB97M-V/def2-TZVPD.

Computed properties:
- F_max: 6.4 eV/A
- HOMO level: -8.343 eV
- Structure (SMILES): CC(=S)SCCCN
- Energy relative to the best compared isomer or geometry (same formula, charge and spin): 92.4 kcal/mol
- Lowest unoccupied orbital energy: 0.16 eV
- HOMO-LUMO gap: 0.3123 hartree

Positions of all 19 atoms, in Å:
C -0.163 -4.062 0.335
C -0.136 -2.647 -0.399
C -0.050 0.021 -0.430
C 0.010 1.151 0.465
C 0.286 2.408 -0.159
H -0.547 -3.845 1.491
H -0.790 -4.948 -0.204
H 1.058 -4.187 0.602
H -0.839 0.193 -1.202
H 0.887 -0.120 -1.334
H -0.933 1.427 1.154
H 0.716 1.157 1.215
H -0.248 2.617 -1.102
H 1.443 2.492 -0.293
H -1.051 4.050 0.488
H 0.423 4.502 0.031
N 0.041 3.752 0.605
S 0.499 -2.504 -1.842
S -0.607 -1.455 0.578

---

Entry 5:
Computed, not measured: C19H15F7IrN2 as an isolated structure, with ωB97M-V/def2-TZVPD.

Computed properties:
- F_max: 1.0 eV/A
- Net charge: +1
- HOMO level: -11.514 eV
- Energy relative to the best compared isomer or geometry (same formula, charge and spin): 15.9 kcal/mol
- Lowest unoccupied orbital energy: -4.83 eV
- HOMO-LUMO gap: 0.2457 hartree

Positions of all 44 atoms, in Å:
Ir -0.203 -0.549 0.185
C -2.106 -0.087 2.395
N -1.496 0.606 1.232
C -2.561 1.005 0.276
C -0.693 1.805 1.649
C 0.696 1.353 2.012
N 1.148 0.570 0.862
C 2.486 0.261 0.601
C 2.776 -0.437 -0.565
F 1.716 -0.843 -1.324
C 4.053 -0.805 -0.921
F 4.241 -1.474 -2.053
C 5.117 -0.496 -0.097
C 4.849 0.165 1.084
F 5.836 0.440 1.931
C 3.564 0.542 1.435
F 3.365 1.160 2.607
H -2.861 0.563 2.842
H -1.340 -0.322 3.128
H -2.568 -1.012 2.063
H -3.215 1.747 0.740
H -3.155 0.129 0.017
H -2.118 1.430 -0.622
H -1.176 2.332 2.474
H -0.652 2.480 0.794
H 0.675 0.729 2.911
H 1.343 2.201 2.223
H 6.124 -0.795 -0.350
F 1.134 -5.487 7.795
C 0.692 -6.222 6.761
F -0.426 -6.842 7.153
F 1.619 -7.164 6.525
C 0.472 -5.364 5.542
C 1.547 -4.638 5.045
C 1.382 -3.850 3.923
C 0.135 -3.785 3.294
C -0.934 -4.528 3.794
C -0.765 -5.316 4.920
C -0.059 -2.895 2.185
C -0.214 -2.152 1.238
H 2.509 -4.693 5.537
H 2.213 -3.287 3.520
H -1.892 -4.484 3.294
H -1.593 -5.889 5.313

---

Entry 6:
Computed, not measured: a 19-piece molecular cluster, C37H116N22O25 overall, with ωB97M-V/def2-TZVPD.

Computed properties:
- F_max: 8.6 eV/A
- HOMO level: -7.816 eV
- Lowest unoccupied orbital energy: -0.22 eV
- HOMO-LUMO gap: 0.2792 hartree

Positions of all 200 atoms, in Å:
C -4.638 -0.449 0.104
C -4.224 -0.824 1.538
C -3.818 0.466 2.396
O -3.090 -0.041 3.509
C -2.408 1.017 4.208
N -5.096 -1.587 2.390
H -4.778 -1.357 -0.483
H -3.825 0.143 -0.318
H -5.521 0.190 0.117
H -3.356 -1.482 1.498
H -4.669 1.014 2.801
H -3.201 1.177 1.847
H -1.751 0.572 4.956
H -3.116 1.530 4.859
H -1.806 1.719 3.630
H -4.844 -1.632 3.367
H -5.025 -2.580 2.215
C 2.472 7.051 1.430
C 1.047 7.012 0.762
C 0.754 7.915 -0.475
O 0.885 9.324 -0.096
C 0.838 10.171 -1.213
N 0.893 5.565 0.413
H 2.356 6.699 2.455
H 2.899 8.046 1.558
H 3.201 6.358 1.008
H 0.204 7.242 1.413
H -0.275 7.741 -0.791
H 1.393 7.600 -1.300
H 1.571 9.976 -1.996
H 1.001 11.225 -0.989
H -0.079 10.032 -1.786
H 1.438 5.038 1.079
H 1.215 5.290 -0.504
C 4.595 0.072 1.583
C 4.002 -0.834 2.596
C 3.412 -2.178 1.943
O 2.618 -2.925 2.846
C 1.812 -3.840 2.075
N 4.962 -1.156 3.666
H 5.424 -0.341 1.009
H 4.934 1.004 2.035
H 3.885 0.421 0.833
H 3.189 -0.367 3.152
H 4.201 -2.865 1.634
H 2.833 -1.851 1.079
H 1.088 -3.427 1.372
H 1.152 -4.424 2.716
H 2.341 -4.711 1.689
H 4.412 -1.537 4.423
H 5.372 -0.272 3.934
C 4.037 -3.142 -2.008
C 5.515 -3.468 -2.096
C 5.866 -4.988 -2.272
O 7.283 -5.217 -2.431
C 7.712 -6.460 -3.035
N 6.038 -2.705 -3.295
H 3.872 -2.206 -1.474
H 3.428 -3.833 -1.426
H 3.603 -3.011 -3.000
H 6.021 -3.125 -1.193
H 5.414 -5.341 -3.199
H 5.518 -5.697 -1.521
H 7.447 -6.470 -4.093
H 7.289 -7.399 -2.678
H 8.783 -6.647 -2.958
H 5.628 -3.111 -4.124
H 7.005 -2.984 -3.384
C -6.051 -5.211 2.229
O -6.970 -5.306 1.421
N -4.884 -4.633 2.078
N -6.156 -5.747 3.375
H -4.270 -4.426 2.853
H -4.459 -4.531 1.167
H -5.237 -5.930 3.751
H -7.029 -6.126 3.713
C -3.071 -3.454 -1.564
O -2.791 -4.206 -0.715
N -4.172 -3.592 -2.155
N -2.391 -2.478 -1.994
H -4.809 -4.234 -1.705
H -4.466 -2.998 -2.917
H -1.563 -2.188 -1.494
H -2.712 -1.909 -2.765
C -0.819 -6.432 1.030
O -0.124 -6.061 0.092
N -2.132 -6.241 1.114
N -0.322 -7.108 2.000
H -2.325 -5.405 0.581
H -2.665 -6.467 1.941
H -0.831 -7.681 2.657
H 0.667 -7.242 2.150
C -2.198 -3.163 4.435
O -3.357 -3.308 4.221
N -1.411 -4.158 4.830
N -1.504 -2.053 4.227
H -1.591 -5.082 4.464
H -0.589 -4.060 5.409
H -0.552 -1.937 4.546
H -2.042 -1.238 3.968
C 0.162 3.000 -4.273
O 0.410 2.005 -4.896
N -0.956 3.713 -4.446
N 0.841 3.466 -3.343
H -1.634 3.330 -5.089
H -0.948 4.629 -4.019
H 1.796 3.171 -3.196
H 0.344 4.166 -2.812
C -0.728 -0.424 -7.515
O -0.462 -1.310 -6.764
N -1.040 -0.585 -8.746
N -0.704 0.862 -7.222
H -0.956 -1.518 -9.123
H -1.291 0.199 -9.331
H -0.384 1.175 -6.317
H -1.125 1.539 -7.842
C 2.475 0.020 -2.609
O 2.333 -0.352 -1.466
N 3.437 0.792 -2.914
N 1.875 -0.416 -3.665
H 3.896 1.264 -2.148
H 3.766 1.112 -3.814
H 2.112 0.107 -4.496
H 1.070 -1.008 -3.522
C 5.813 3.041 -0.454
O 5.271 2.223 -1.153
N 5.332 3.520 0.662
N 6.880 3.640 -0.755
H 4.466 3.160 1.037
H 5.843 4.260 1.121
H 7.269 4.361 -0.163
H 7.325 3.193 -1.544
C 0.466 -3.800 -4.232
O 1.101 -4.257 -5.139
N -0.464 -2.908 -4.312
N 0.357 -4.391 -3.134
H -1.016 -2.725 -3.487
H -0.577 -2.309 -5.118
H 0.539 -5.383 -3.184
H -0.371 -4.079 -2.507
C 1.566 -0.812 6.158
C 3.106 -0.685 6.494
O 3.900 -1.803 6.124
O 1.318 -1.034 4.778
H 1.068 0.051 6.600
H 1.198 -1.594 6.823
H 3.234 -0.571 7.570
H 3.521 0.088 5.847
H 4.072 -2.202 6.979
H 1.865 -1.747 4.442
C -2.131 4.666 1.122
C -2.321 4.617 -0.469
O -3.093 3.457 -0.836
O -1.631 3.490 1.731
H -3.064 4.836 1.659
H -1.539 5.520 1.451
H -1.386 4.390 -0.982
H -2.771 5.522 -0.877
H -2.487 2.717 -0.919
H -0.718 3.434 1.439
C -0.468 0.748 0.180
C -0.523 -0.747 0.359
O -0.108 -1.484 -0.743
O -1.014 1.187 -1.037
H 0.601 0.946 0.261
H -1.063 1.190 0.979
H -1.458 -1.256 0.592
H 0.088 -1.117 1.182
H 0.837 -1.336 -0.828
H -0.599 0.633 -1.703
C -7.716 2.878 0.976
C -6.437 3.572 0.523
O -5.812 2.726 -0.433
O -7.435 1.994 2.031
H -8.266 2.340 0.203
H -8.250 3.781 1.274
H -5.705 3.852 1.280
H -6.600 4.535 0.039
H -4.890 2.962 -0.559
H -7.597 1.115 1.681
C -3.425 0.926 -4.214
C -4.781 0.387 -3.700
O -5.481 -0.487 -4.601
O -2.447 0.022 -3.709
H -3.230 1.949 -3.892
H -3.413 0.989 -5.302
H -5.364 1.302 -3.594
H -4.732 -0.156 -2.757
H -4.914 -1.227 -4.829
H -1.700 0.555 -3.990
C 2.280 3.749 3.140
C 2.162 2.516 4.026
O 1.380 1.555 3.351
O 2.658 3.414 1.861
H 2.949 4.467 3.614
H 1.255 4.114 3.199
H 1.616 2.733 4.944
H 3.055 2.032 4.422
H 1.383 0.797 3.941
H 2.427 2.498 1.690

---

Entry 7:
Computed, not measured: a 3-piece molecular cluster, C45H50O6 overall, with ωB97M-V/def2-TZVPD.

Computed properties:
- F_max: 0.5 eV/A
- HOMO level: -9.633 eV
- Structure (SMILES): O=C1c2ccccc2C(=O)c2ccccc21.O=C1c2ccccc2C(=O)c2ccccc21.CCCCCCCCCCCCCCCCOC=O
- Lowest unoccupied orbital energy: -1.04 eV
- HOMO-LUMO gap: 0.3157 hartree

Positions of all 101 atoms, in Å:
C 0.193 2.805 0.495
C -0.416 3.583 -0.671
C -1.762 3.045 -1.178
C -1.897 1.523 -1.300
C -1.431 0.953 -2.646
C -2.143 -0.332 -3.074
C -1.944 -1.537 -2.149
C -2.845 -1.578 -0.906
C -3.079 -2.988 -0.332
C -2.214 -3.321 0.886
C -0.783 -3.710 0.521
C 0.014 -4.288 1.691
C 1.224 -5.159 1.316
C 2.582 -4.444 1.231
C 2.617 -3.102 0.502
C 2.523 -3.259 -1.007
O 3.095 -2.127 -1.695
C 2.431 -0.973 -1.518
O 2.960 0.057 -1.249
H 0.732 1.918 0.163
H -0.584 2.474 1.192
H 0.901 3.423 1.050
H 0.301 3.632 -1.497
H -0.566 4.619 -0.353
H -2.577 3.431 -0.560
H -1.929 3.463 -2.177
H -2.951 1.260 -1.164
H -1.357 1.030 -0.486
H -1.601 1.710 -3.419
H -0.350 0.766 -2.635
H -3.215 -0.128 -3.180
H -1.782 -0.600 -4.071
H -2.105 -2.456 -2.722
H -0.892 -1.566 -1.835
H -3.798 -1.097 -1.144
H -2.394 -0.964 -0.121
H -4.131 -3.104 -0.063
H -2.868 -3.728 -1.112
H -2.183 -2.443 1.543
H -2.670 -4.130 1.465
H -0.271 -2.819 0.140
H -0.798 -4.431 -0.307
H -0.663 -4.883 2.311
H 0.357 -3.461 2.325
H 1.322 -5.940 2.073
H 1.024 -5.684 0.375
H 3.291 -5.106 0.721
H 2.976 -4.306 2.241
H 3.568 -2.602 0.712
H 1.833 -2.432 0.869
H 1.494 -3.401 -1.356
H 3.116 -4.110 -1.340
H 1.343 -1.066 -1.698
C 6.434 0.348 0.048
C 7.191 -0.604 -0.627
C 8.175 -1.314 0.040
C 8.411 -1.073 1.388
C 7.656 -0.113 2.066
C 6.666 0.592 1.391
C 7.897 0.183 3.507
O 7.234 1.004 4.103
C 8.989 -0.570 4.192
C 9.265 -0.287 5.525
C 10.267 -0.978 6.185
C 10.996 -1.957 5.519
C 10.726 -2.241 4.191
C 9.725 -1.547 3.522
C 9.466 -1.862 2.086
O 10.092 -2.726 1.512
H 5.654 0.886 -0.474
H 7.006 -0.792 -1.677
H 8.770 -2.061 -0.467
H 6.086 1.325 1.935
H 8.684 0.475 6.026
H 10.482 -0.754 7.222
H 11.776 -2.497 6.038
H 11.283 -2.997 3.654
C -9.377 2.141 1.379
C -8.048 1.744 1.489
C -7.131 2.110 0.520
C -7.539 2.871 -0.569
C -8.873 3.262 -0.685
C -9.789 2.897 0.295
C -9.348 4.059 -1.853
O -10.504 4.409 -1.948
C -8.345 4.408 -2.902
C -8.763 5.118 -4.021
C -7.849 5.461 -5.003
C -6.512 5.100 -4.870
C -6.091 4.391 -3.759
C -7.006 4.039 -2.773
C -6.528 3.262 -1.594
O -5.361 2.956 -1.475
H -10.091 1.858 2.141
H -7.730 1.149 2.335
H -6.092 1.816 0.590
H -10.818 3.214 0.190
H -9.806 5.393 -4.104
H -8.176 6.012 -5.875
H -5.800 5.373 -5.637
H -5.056 4.100 -3.636

---

Entry 8:
Computed, not measured: a 2-piece molecular cluster, C26H17F3N2O3S overall, with ωB97M-V/def2-TZVPD.

Computed properties:
- F_max: 2.6 eV/A
- HOMO level: -7.348 eV
- Energy relative to the best compared isomer or geometry (same formula, charge and spin): 15.3 kcal/mol
- Lowest unoccupied orbital energy: -0.68 eV
- HOMO-LUMO gap: 0.2449 hartree

Positions of all 52 atoms, in Å:
C -4.849 2.326 1.747
C -4.536 1.033 2.187
C -3.260 0.524 1.985
C -2.285 1.289 1.332
C -0.975 0.556 1.149
C 0.054 1.009 0.284
N 1.354 0.842 0.767
C 1.789 -0.338 1.331
C 3.087 -0.470 1.817
C 3.984 0.655 1.692
C 5.237 0.573 2.317
C 5.624 -0.581 2.990
C 4.782 -1.716 3.038
C 3.525 -1.668 2.465
C 3.513 1.817 1.037
C 2.222 1.903 0.610
O -0.855 -0.518 1.819
C -2.553 2.626 0.994
C -3.855 3.137 1.174
H -5.856 2.720 1.890
H -5.248 0.416 2.727
H -2.994 -0.464 2.364
H -0.059 1.758 -0.499
H 1.045 -1.112 1.504
H 5.860 1.468 2.312
H 6.579 -0.604 3.512
H 5.110 -2.626 3.532
H 2.868 -2.547 2.481
H 4.137 2.697 0.888
H 1.774 2.769 0.131
H -1.721 3.225 0.615
H -4.080 4.174 0.898
F -1.773 1.219 -7.082
C -1.716 0.420 -5.968
F -2.984 0.050 -5.630
F -1.020 -0.707 -6.274
S -0.924 1.301 -4.602
N -1.003 -0.119 -3.609
C 0.175 -0.876 -3.368
O 1.281 -0.678 -3.846
C -0.260 -1.842 -2.322
C -1.495 -1.426 -1.828
C -2.001 -1.928 -0.633
C -1.246 -2.907 0.020
C 0.035 -3.269 -0.435
C 0.552 -2.749 -1.638
C -1.903 -0.187 -2.531
O -2.737 0.651 -2.211
H -2.941 -1.543 -0.239
H -1.661 -3.345 0.932
H 0.660 -3.924 0.174
H 1.549 -3.013 -2.000

---

Entry 9:
Computed, not measured: a 2-piece molecular cluster, C9H14 overall, with ωB97M-V/def2-TZVPD.

Computed properties:
- F_max: 2.8 eV/A
- HOMO level: -9.056 eV
- Structure (SMILES): Cc1ccccc1.CC
- Energy relative to the best compared isomer or geometry (same formula, charge and spin): 13.5 kcal/mol
- Lowest unoccupied orbital energy: 1.03 eV
- HOMO-LUMO gap: 0.3705 hartree

Positions of all 23 atoms, in Å:
C 1.599 -1.037 2.329
C 0.651 -2.201 2.597
H 1.829 -0.876 1.278
H 1.106 -0.125 2.672
H 2.572 -1.093 2.819
H 0.374 -2.177 3.657
H 0.981 -3.200 2.327
H -0.304 -2.010 2.107
C -2.564 0.352 0.159
C -0.304 -0.575 -0.482
C -1.184 0.539 -0.404
C 0.842 -0.471 -1.233
C -0.778 1.733 -0.977
C 1.247 0.744 -1.852
C 0.414 1.814 -1.699
H -0.701 -1.534 -0.174
H 1.601 -1.245 -1.195
H -2.844 1.266 0.699
H -2.613 -0.421 0.927
H -1.443 2.582 -0.888
H 2.133 0.552 -2.440
H 0.559 2.748 -2.235
H -3.331 0.176 -0.593